Computed, not measured: a cluster of 9 separate species, C18H55N11O9 in total at a distorted geometry, with ωB97M-V/def2-TZVPD.

Properties
maximum force: 3.85 eV Å⁻¹
SMILES string: COC[C@H](C)N.NC(N)=O.NC(N)=O.NC(N)=O.NC(N)=O.NC(N)=O.CC(C)O.CC(C)O.CC(C)O
multiplicity: 1
Kohn-Sham gap: 10.17 eV
highest occupied orbital energy: -9.6 eV
ΔE to the lowest compared entry with this formula, charge and spin: 0.000 eV
E: -54381.422 eV

Each line ends with the Löwdin charge.
CARTESIAN COORDINATES (ANGSTROEM)
1 C -1.1337 2.6419 0.9528  -0.0749
2 O -0.9473 3.3230 -0.2780  -0.1909
3 C -1.9962 3.1421 -1.1803  -0.2197
4 C -2.1012 4.3563 -2.1165  -0.3924
5 C -3.4225 4.2552 -2.8270  -0.0735
6 N -0.8930 4.4926 -3.0417  0.0348
7 H -0.9248 1.5939 0.8975  0.0378
8 H -2.1708 2.7141 1.2839  0.0924
9 H -0.4095 3.1348 1.5853  0.0958
10 H -1.7516 2.2968 -1.8069  0.1136
11 H -2.9282 3.0686 -0.6491  0.1176
12 H -2.0786 5.3057 -1.5414  0.1457
13 H -4.1626 4.6980 -2.1724  0.0815
14 H -3.6693 3.2637 -3.1043  0.0699
15 H -3.4540 4.9195 -3.6741  0.0718
16 H -0.8871 3.7382 -3.7351  0.0806
17 H -1.0792 5.3445 -3.5768  0.0712
18 N 2.7489 -0.4149 7.3558  0.1075
19 C 1.7787 -0.7842 6.3528  -0.6698
20 N 2.0816 -0.2189 5.1790  0.1480
21 O 0.8058 -1.4260 6.6141  0.0422
22 H 2.7779 -0.9640 8.2217  0.0953
23 H 3.6207 0.0225 7.0413  0.0805
24 H 1.3126 -0.2237 4.4704  0.0860
25 H 2.9016 0.3759 5.1339  0.1093
26 N -1.3204 -1.8593 4.6188  0.1398
27 C -1.0629 -1.3869 3.3088  -0.6071
28 N -1.8050 -1.8451 2.2607  0.1677
29 O -0.1503 -0.5756 3.1770  -0.0203
30 H -0.8555 -1.4221 5.3941  0.0470
31 H -2.2068 -2.3981 4.8400  0.1220
32 H -1.7665 -1.4102 1.3506  0.0475
33 H -2.6505 -2.4213 2.3317  0.1025
34 N 1.1420 0.0713 0.2130  0.1895
35 C 0.0441 -0.0726 -0.6187  -0.5795
36 N 0.1968 0.1574 -1.9846  0.1891
37 O -1.1085 -0.3709 -0.1730  -0.0658
38 H 1.9366 0.6328 -0.0260  0.0535
39 H 0.8747 0.0295 1.1886  0.0876
40 H 1.0830 0.3570 -2.4155  0.0977
41 H -0.6455 0.0596 -2.5307  0.0940
42 N 5.2792 1.0786 -2.1926  0.1459
43 C 4.2725 0.4616 -1.4523  -0.5708
44 N 3.8816 -0.7871 -1.7992  0.1861
45 O 3.7068 1.1879 -0.5599  -0.0721
46 H 5.7027 0.5840 -2.9394  0.0727
47 H 5.0725 2.0671 -2.4155  0.0598
48 H 4.4354 -1.2281 -2.5083  0.1036
49 H 3.4306 -1.3189 -1.0889  0.0355
50 N 2.0550 3.3981 -1.6289  0.1656
51 C 2.9441 3.9047 -2.5469  -0.5930
52 N 2.3339 4.8118 -3.4698  0.1108
53 O 4.1197 3.5369 -2.6613  -0.0097
54 H 2.4400 2.8434 -0.8927  0.0595
55 H 1.0284 3.6300 -1.6908  0.0875
56 H 2.9657 5.5328 -3.7712  0.0778
57 H 1.4999 5.2584 -3.0144  0.0756
58 C -6.1887 0.2718 -0.2914  -0.0440
59 C -5.0688 -0.6130 -0.8817  -0.4843
60 C -4.6428 -1.8175 -0.0581  -0.0502
61 O -5.4730 -1.0371 -2.1976  -0.0577
62 H -6.3709 1.0899 -1.0631  0.0959
63 H -5.8947 0.8561 0.6166  0.0854
64 H -7.0679 -0.3532 -0.1418  0.0745
65 H -4.2353 -0.0153 -1.0175  0.0924
66 H -5.4376 -2.5892 -0.0954  0.0999
67 H -4.4647 -1.4903 0.9165  0.0433
68 H -3.7000 -2.2978 -0.4129  0.0720
69 H -4.9213 -1.7842 -2.4651  0.0774
70 C 3.0413 -2.1506 2.8695  -0.0555
71 C 3.8245 -2.1738 1.5192  -0.4551
72 C 4.7157 -3.3902 1.4230  -0.0692
73 O 2.9673 -2.2232 0.3556  -0.1058
74 H 2.5705 -1.1986 2.9874  0.0214
75 H 3.6901 -2.4146 3.7435  0.0940
76 H 2.1737 -2.8203 2.9991  0.0911
77 H 4.4047 -1.2267 1.4991  0.1394
78 H 4.1074 -4.2891 1.6287  0.0913
79 H 5.5192 -3.2453 2.1516  0.0766
80 H 5.2400 -3.4325 0.4158  0.0966
81 H 2.2535 -1.5795 0.4497  0.0366
82 C 0.1399 -3.0829 -1.7177  -0.0662
83 C -1.0539 -3.1925 -2.7175  -0.4516
84 C -1.8814 -4.4632 -2.4430  -0.0538
85 O -1.8814 -2.0281 -2.7596  -0.0642
86 H 0.9754 -2.4234 -2.0692  0.0714
87 H 0.6673 -4.0250 -1.4221  0.0920
88 H -0.1227 -2.7059 -0.7410  0.0509
89 H -0.5403 -3.2168 -3.6936  0.1359
90 H -1.2604 -5.3705 -2.5488  0.0840
91 H -2.6259 -4.4851 -3.2272  0.0687
92 H -2.3418 -4.4584 -1.4574  0.0726
93 H -2.0085 -1.7865 -1.8413  0.0343

Forces on atoms 1 to 3 (eV/Å):
0.3 0.6 -0.3
0.1 0.1 0.2
1.2 1.5 -0.8

Computed, not measured: a cluster of 8 separate species, C18H55N3O11 in total at a distorted geometry, with ωB97M-V/def2-TZVPD.

Properties
maximum force: 1.60 eV Å⁻¹
SMILES string: COCCNCCOC.COCCNCCOC.COCCNCCOC.O.O.O.O.O
multiplicity: 1
Kohn-Sham gap: 8.63 eV
highest occupied orbital energy: -8.4 eV
ΔE to the lowest compared entry with this formula, charge and spin: 0.595 eV
E: -46547.679 eV

Each line ends with the Löwdin charge.
CARTESIAN COORDINATES (ANGSTROEM)
1 C 6.5800 9.5943 22.3010  -0.0984
2 O 7.2941 8.5129 21.7382  -0.1795
3 C 7.7228 8.8091 20.4391  -0.2576
4 C 8.5058 7.6497 19.8793  -0.1967
5 N 7.6218 6.4737 19.7808  -0.0762
6 C 8.3971 5.2822 19.4317  -0.1832
7 C 7.5478 4.0459 19.1236  -0.2359
8 O 7.0151 3.5410 20.3165  -0.1809
9 C 6.0800 2.5108 20.0649  -0.0931
10 H 5.7063 9.8561 21.6949  0.0888
11 H 7.2068 10.4904 22.2541  0.0873
12 H 6.2827 9.3494 23.3122  0.0898
13 H 8.3972 9.6822 20.4214  0.1259
14 H 6.9083 9.1323 19.7793  0.1251
15 H 9.3720 7.4134 20.5142  0.1267
16 H 8.9399 7.9173 18.9117  0.1230
17 H 7.1900 6.4426 20.7005  0.1224
18 H 8.9738 4.9275 20.2986  0.1282
19 H 9.0406 5.5605 18.5995  0.1207
20 H 8.2028 3.3117 18.6428  0.1300
21 H 6.7300 4.2867 18.4401  0.0927
22 H 5.2922 2.9048 19.4155  0.0873
23 H 5.5713 2.1354 20.9542  0.0866
24 H 6.6209 1.6429 19.6695  0.0921
25 C 4.1329 3.1851 12.5969  -0.1182
26 O 3.2148 2.2806 12.0584  -0.1956
27 C 2.2863 1.8029 13.0277  -0.2124
28 C 1.3794 0.8037 12.3357  -0.2139
29 N 0.5221 1.5062 11.3905  -0.0591
30 C -0.3630 0.6412 10.6205  -0.2249
31 C -1.0874 1.4111 9.5413  -0.2445
32 O -0.1534 2.1572 8.7938  -0.1910
33 C -0.7035 2.6479 7.5932  -0.1135
34 H 4.7553 2.7346 13.3823  0.0777
35 H 3.6180 4.0819 12.9573  0.0695
36 H 4.8659 3.4819 11.8427  0.0896
37 H 1.6471 2.6555 13.2823  0.1240
38 H 2.8090 1.4097 13.9001  0.1188
39 H 0.7805 0.2950 13.0950  0.1206
40 H 1.9407 0.0215 11.8053  0.1197
41 H 1.1272 1.9395 10.6982  0.1031
42 H -1.0950 0.1731 11.2858  0.1197
43 H 0.1680 -0.2146 10.1762  0.1173
44 H -1.8573 2.0843 9.9340  0.1246
45 H -1.6257 0.6672 8.9377  0.1205
46 H -0.0765 3.4613 7.2416  0.0876
47 H -1.7157 3.0498 7.7476  0.0850
48 H -0.8487 1.8334 6.8748  0.0878
49 C 4.5454 6.5621 14.3727  -0.1119
50 O 4.5272 7.9587 14.1492  -0.1779
51 C 4.9430 8.2421 12.8284  -0.2279
52 C 4.9572 9.7722 12.6453  -0.2208
53 N 6.1117 10.3330 13.3139  -0.0487
54 C 6.3657 11.7122 12.8929  -0.2218
55 C 7.7343 12.2259 13.2586  -0.2719
56 O 8.7480 11.4008 12.7766  -0.1849
57 C 10.0390 11.8638 13.1413  -0.0937
58 H 5.5465 6.1604 14.1876  0.0838
59 H 3.7618 6.0261 13.8329  0.0761
60 H 4.3541 6.3618 15.4261  0.0642
61 H 4.2811 7.7601 12.1038  0.1233
62 H 5.9722 7.8892 12.6842  0.1191
63 H 3.9950 10.1156 13.0317  0.1217
64 H 4.9174 9.9658 11.5630  0.1139
65 H 6.9259 9.8073 13.0050  0.1010
66 H 5.6295 12.3421 13.3997  0.1221
67 H 6.2092 11.8605 11.8135  0.1166
68 H 7.7616 12.3177 14.3598  0.1249
69 H 7.8328 13.2822 12.9712  0.1228
70 H 10.1187 11.7497 14.2261  0.0879
71 H 10.1060 12.9384 12.9457  0.0846
72 H 10.7996 11.3244 12.5926  0.0866
73 O 7.8943 5.5867 15.4430  -0.0740
74 H 7.2616 5.8321 16.1584  0.0066
75 H 8.4842 6.3424 15.3682  0.0508
76 O 6.1049 6.5392 17.3605  -0.0833
77 H 5.6437 7.3841 17.4222  0.0750
78 H 6.5332 6.4134 18.2524  0.0321
79 O 6.8076 2.9459 15.2851  -0.0582
80 H 7.4223 2.2202 15.1387  0.0600
81 H 7.3183 3.7545 15.0962  0.0190
82 O 4.6273 4.0174 16.6401  -0.0778
83 H 5.2917 3.5722 16.0711  0.0147
84 H 5.0676 4.8233 16.9501  -0.0009
85 O 2.1777 2.5781 16.7267  -0.0835
86 H 1.6279 3.3657 16.6875  0.0261
87 H 3.0916 2.9214 16.7375  -0.0131

Forces on atoms 1 to 3 (eV/Å):
0.2 0.4 -0.7
-0.3 -0.1 0.1
1.0 0.8 -0.4

Computed, not measured: a cluster of 9 separate species, C18H55NO16 in total at a distorted geometry, with ωB97M-V/def2-TZVPD.

Properties
maximum force: 3.53 eV Å⁻¹
SMILES string: COC[C@H](C)N.OCCO.OCCO.OCCO.OCCO.OCCO.OCCO.OCCO.O
multiplicity: 1
Kohn-Sham gap: 9.64 eV
highest occupied orbital energy: -9.6 eV
ΔE to the lowest compared entry with this formula, charge and spin: 0.671 eV
E: -53800.090 eV

Each line ends with the Löwdin charge.
CARTESIAN COORDINATES (ANGSTROEM)
1 C 1.2973 -1.3981 -0.2972  -0.1099
2 O 1.7936 -0.8088 0.8924  -0.1783
3 C 1.0326 0.3186 1.2882  -0.2184
4 C 1.6546 1.0411 2.4858  -0.4353
5 C 1.8479 0.2743 3.7768  -0.0684
6 N 0.7250 2.1476 2.7905  0.0265
7 H 1.8784 -2.2542 -0.6398  0.0887
8 H 1.2491 -0.5880 -1.0250  0.0787
9 H 0.2469 -1.6881 -0.2716  0.0807
10 H 0.9816 1.0711 0.5012  0.1187
11 H 0.0291 0.0188 1.5902  0.1316
12 H 2.6379 1.4151 2.2002  0.1312
13 H 1.7181 0.9151 4.6490  0.0692
14 H 2.7709 -0.2672 3.9843  0.0750
15 H 1.0683 -0.4715 3.9319  0.0781
16 H 1.3238 2.7765 3.3064  0.0723
17 H 0.3862 2.5451 1.9261  0.0616
18 O -2.1554 -7.6890 3.7324  -0.0625
19 C -1.6099 -6.3673 3.6096  -0.2411
20 C -2.2492 -5.7502 2.4218  -0.2942
21 O -3.6230 -5.4764 2.5776  -0.0493
22 H -3.1079 -7.7244 3.8469  0.0832
23 H -1.8084 -5.7617 4.4939  0.1168
24 H -0.5307 -6.2297 3.5431  0.1231
25 H -1.9968 -6.3331 1.5361  0.1243
26 H -1.7678 -4.7848 2.2655  0.1119
27 H -3.9489 -5.2693 1.6987  0.0878
28 O -0.1415 4.0626 -4.1101  -0.0678
29 C -0.1381 5.4717 -4.1290  -0.2802
30 C -1.0673 6.1983 -3.1918  -0.2312
31 O -0.8592 7.6267 -3.3736  -0.0624
32 H 0.3385 3.7173 -4.8664  0.0852
33 H 0.8961 5.8141 -4.0933  0.1221
34 H -0.5077 5.7382 -5.1192  0.1166
35 H -0.8297 5.8543 -2.1852  0.1179
36 H -2.0793 5.8855 -3.4489  0.1210
37 H -1.5094 8.0078 -2.7790  0.0788
38 O 2.9428 -2.3516 -7.9722  -0.0975
39 C 1.5993 -2.1760 -8.4204  -0.2418
40 C 1.0009 -3.5506 -8.8322  -0.1694
41 O 0.9257 -4.3277 -7.5801  -0.0940
42 H 3.3507 -1.4841 -7.9221  0.0818
43 H 1.0986 -1.5386 -7.6916  0.1172
44 H 1.8207 -1.5811 -9.3065  0.1080
45 H 1.8080 -4.1240 -9.2880  0.1142
46 H 0.1162 -3.3886 -9.4480  0.1182
47 H 1.8509 -4.3623 -7.3260  0.0633
48 O -1.1060 10.0198 4.6061  -0.0525
49 C 0.2483 10.2389 4.4256  -0.2659
50 C 1.0568 9.5814 5.5921  -0.1756
51 O 0.9318 8.0724 5.6586  -0.0974
52 H -1.2525 10.0747 5.5533  0.0850
53 H 0.5889 9.7737 3.5006  0.1199
54 H 0.4769 11.3014 4.3435  0.1123
55 H 0.7871 9.8749 6.6066  0.1078
56 H 2.0693 9.9303 5.3888  0.1032
57 H 1.6404 7.7078 6.1939  0.0632
58 O -4.9047 2.1382 4.8547  -0.0667
59 C -4.8384 2.1967 6.2777  -0.2330
60 C -5.9169 1.2231 6.8866  -0.1963
61 O -5.5163 -0.1825 6.7756  -0.0903
62 H -3.9846 1.9955 4.6208  0.0814
63 H -3.8528 2.0814 6.7288  0.1151
64 H -5.0480 3.2376 6.5240  0.1049
65 H -6.8644 1.3751 6.3697  0.1073
66 H -6.2157 1.3511 7.9271  0.1047
67 H -6.1847 -0.6732 6.2918  0.0722
68 O -4.5451 0.1589 -3.6302  -0.0833
69 C -4.7415 0.0282 -2.2035  -0.2359
70 C -5.5968 -1.1894 -1.9250  -0.2360
71 O -4.9427 -2.4466 -2.1865  -0.0693
72 H -3.6150 0.3735 -3.7316  0.0752
73 H -3.7342 -0.0460 -1.7935  0.1181
74 H -5.2648 0.9209 -1.8607  0.1143
75 H -6.5055 -1.0259 -2.5044  0.1202
76 H -5.7563 -1.2179 -0.8471  0.1196
77 H -4.8270 -2.5520 -3.1336  0.0770
78 O 8.3534 -7.6824 -3.2978  -0.0569
79 C 7.4543 -6.7206 -2.8785  -0.2635
80 C 6.5498 -6.3239 -4.0900  -0.2840
81 O 5.5831 -7.2361 -4.3304  -0.0467
82 H 8.9788 -7.8133 -2.5813  0.0891
83 H 6.7862 -7.0984 -2.1046  0.1145
84 H 7.9743 -5.8685 -2.4408  0.1116
85 H 7.1290 -6.2809 -5.0125  0.1169
86 H 6.1346 -5.3252 -3.9550  0.1176
87 H 5.8571 -8.0580 -4.7440  0.1013
88 O 5.6847 -3.1407 1.6857  -0.0533
89 H 4.7687 -3.4114 1.7484  0.0258
90 H 5.7014 -2.5165 0.9603  0.0261

Forces on atoms 1 to 3 (eV/Å):
-0.6 1.1 -0.3
-0.1 -0.4 0.2
0.7 -0.4 0.9

Computed, not measured: a cluster of 10 separate species, C18H56ClNO12 in total at a distorted geometry, with ωB97M-V/def2-TZVPD.

Properties
maximum force: 2.70 eV Å⁻¹
multiplicity: 1
Kohn-Sham gap: 8.58 eV
highest occupied orbital energy: -9.3 eV
E: -58149.278 eV

Each line ends with the Löwdin charge.
CARTESIAN COORDINATES (ANGSTROEM)
1 N -1.7641 -0.9830 4.9134  0.2887
2 H -1.0418 -1.5711 5.3179  0.1491
3 H -2.2709 -1.4052 4.0917  0.0692
4 H -1.2797 -0.1475 4.5365  0.0930
5 H -2.4589 -0.6286 5.5685  0.1425
6 Cl 0.0771 -0.1249 1.0339  0.6633
7 O 1.3743 -0.6251 1.3440  -0.3246
8 O 0.1382 1.3155 0.9713  -0.3522
9 O -0.4190 -0.5797 -0.2764  -0.3622
10 O -0.8933 -0.4804 2.0412  -0.3750
11 O -1.3485 -1.7949 -3.3590  -0.0517
12 H -1.5025 -1.6903 -2.4137  -0.0041
13 H -1.4401 -0.9020 -3.7137  0.0411
14 O -2.9079 -2.4674 2.9734  -0.0620
15 H -3.6165 -3.0977 3.1441  0.0719
16 H -2.8019 -2.4328 1.9969  0.0321
17 C 3.8312 -3.6605 -2.5547  -0.0570
18 C 3.4336 -2.2360 -2.9561  -0.4809
19 C 2.2420 -1.7116 -2.1459  -0.0565
20 O 4.4753 -1.2710 -2.8424  -0.0623
21 H 4.8033 -3.8426 -3.0196  0.0759
22 H 3.0908 -4.4028 -2.8493  0.0743
23 H 4.0098 -3.8142 -1.4855  0.0663
24 H 3.0561 -2.2469 -3.9839  0.1336
25 H 1.4122 -2.4140 -2.2514  0.0783
26 H 1.9839 -0.7078 -2.4751  0.0731
27 H 2.5165 -1.6965 -1.0877  0.0631
28 H 4.4045 -0.9753 -1.9135  0.0404
29 C 6.7188 -1.8578 -0.1005  -0.0493
30 C 5.4242 -1.5008 0.6189  -0.4623
31 C 5.7788 -0.9816 2.0349  -0.0478
32 O 4.8288 -0.4135 -0.1157  -0.0864
33 H 7.1448 -2.6506 0.5145  0.0813
34 H 7.3598 -0.9904 -0.2321  0.0903
35 H 6.4350 -2.2276 -1.0882  0.0682
36 H 4.6915 -2.3103 0.5616  0.1303
37 H 4.8546 -0.9633 2.6189  0.0729
38 H 6.0938 0.0558 1.9202  0.0832
39 H 6.5746 -1.5333 2.5286  0.0724
40 H 4.0205 -0.1600 0.3554  0.0896
41 C -4.2438 2.0473 -1.1152  -0.0656
42 C -3.3637 3.1259 -1.7205  -0.4762
43 C -2.2070 3.4557 -0.7433  -0.0541
44 O -2.8617 2.6555 -2.9510  -0.0518
45 H -5.0854 1.9106 -1.8012  0.0769
46 H -4.5866 2.3214 -0.1164  0.0724
47 H -3.7665 1.0655 -1.0883  0.0751
48 H -3.9586 4.0390 -1.7802  0.1325
49 H -1.6248 4.3148 -1.0754  0.0743
50 H -1.5312 2.5997 -0.6485  0.0575
51 H -2.5043 3.6048 0.2981  0.0640
52 H -2.0436 2.1440 -2.8398  0.0574
53 C 2.1404 2.7766 -2.4950  -0.0338
54 C 0.6517 2.9748 -2.7336  -0.4963
55 C 0.2318 3.9248 -3.8169  -0.0525
56 O -0.0319 1.7245 -2.7940  -0.0677
57 H 2.5907 2.1575 -3.2769  0.0873
58 H 2.2847 2.2217 -1.5666  0.0774
59 H 2.6380 3.7461 -2.4938  0.0834
60 H 0.2309 3.4290 -1.8222  0.1054
61 H 0.7281 3.7581 -4.7804  0.0829
62 H 0.4714 4.9435 -3.4991  0.0844
63 H -0.8252 3.9901 -4.0782  0.0725
64 H 0.3974 1.0695 -2.2316  0.0617
65 C -1.1551 4.1364 4.5271  -0.0439
66 C -1.5754 2.6762 4.5525  -0.4822
67 C -2.7875 2.2785 3.7294  -0.0406
68 O -0.4240 1.8869 4.1806  -0.0801
69 H -2.0143 4.8083 4.6401  0.0803
70 H -0.6787 4.4017 3.5867  0.0888
71 H -0.5642 4.3418 5.4177  0.0794
72 H -1.7581 2.3487 5.5823  0.1255
73 H -3.6700 2.7573 4.1584  0.0875
74 H -2.9246 1.1979 3.7229  0.0595
75 H -2.6826 2.6334 2.7020  0.0824
76 H -0.4851 1.6528 3.2436  0.0443
77 C -2.2763 -4.2668 -0.3947  -0.0395
78 C -3.2576 -3.1651 -0.7993  -0.4570
79 C -4.6961 -3.6896 -0.9225  -0.0378
80 O -3.2720 -2.1410 0.2002  -0.0787
81 H -2.3704 -4.5266 0.6642  0.0769
82 H -1.2146 -4.0195 -0.4740  0.0807
83 H -2.4759 -5.1443 -1.0104  0.0795
84 H -3.0038 -2.7455 -1.7734  0.1129
85 H -4.6465 -4.7128 -1.2945  0.0748
86 H -5.2811 -3.0543 -1.5826  0.0804
87 H -5.1789 -3.7305 0.0552  0.0786
88 H -2.3667 -1.7967 0.2368  0.0516

Forces on atoms 1 to 3 (eV/Å):
0.0 1.4 -0.7
-0.3 -0.3 0.1
0.3 -0.7 -0.1

In the order shown, the computed LUMO energy values come out to 0.02207 0.00884 0.00189 -0.02556 Ha.